1.
Here is C2H2O3S in the gas phase at a distorted geometry from the Open Molecules 2025 dataset. Energies are from ωB97M-V/def2-TZVPD.

Results
* HOMO: -9.5 eV
* E: -701.3152 a.u.
* LUMO energy: -0.121 eV
* ΔE to the lowest compared entry with this formula, charge and spin: 66.2 kJ/mol
* charge: 0
* frontier orbital gap: 9.390 eV

XYZ file:
```
8
Properties=species:S:1:pos:R:3:mulliken_charge:R:1
O 1.29372 -0.88873 -1.12141 -0.4829
C 0.73464 -0.41969 -0.15282 0.5018
O 1.32917 -0.12708 1.01195 -0.4141
C -0.74378 0.06178 -0.15820 0.3421
O -0.96752 1.33811 -0.34499 -0.3645
S -1.95463 -1.01354 0.11601 -0.2782
H 2.23586 -0.43033 0.96306 0.3508
H -1.92745 1.47948 -0.31360 0.3450
```

=====

2.
Here is C2H2O4 in the gas phase at a distorted geometry from the Open Molecules 2025 dataset. Energies are from ωB97M-V/def2-TZVPD.

Results
* HOMO: -10.1 eV
* E: -378.2018 a.u.
* LUMO energy: -0.460 eV
* ΔE to the lowest compared entry with this formula, charge and spin: 557.8 kJ/mol
* charge: 0
* frontier orbital gap: 9.674 eV

XYZ file:
```
8
Properties=species:S:1:pos:R:3:mulliken_charge:R:1
O -1.83493 -0.90756 1.00981 -0.3640
C -1.01001 -0.45977 0.29802 0.3304
C -0.23237 0.81254 0.14529 0.4979
O -0.62984 1.91707 0.40246 -0.4885
O 1.08667 0.62159 -0.17088 -0.1404
O 1.35234 -0.75437 -0.45153 -0.3129
H -1.04503 -0.42981 -0.92146 0.1325
H 2.31317 -0.79970 -0.31173 0.3450
```

=====

3.
Here is C2H2OP2 in the gas phase at a distorted geometry from the Open Molecules 2025 dataset. Energies are from ωB97M-V/def2-TZVPD.

Results
* HOMO (spin up / spin down): -9.3 / -9.3 eV
* E: -835.1861 a.u.
* LUMO energy (spin up / spin down): -1.759 / -1.757 eV
* ΔE to the lowest compared entry with this formula, charge and spin: 348.4 kJ/mol
* charge: 0
* frontier orbital gap (spin up / spin down): 7.509 / 7.510 eV

XYZ file:
```
7
Properties=species:S:1:pos:R:3:mulliken_charge:R:1
C 1.64632 1.17194 -0.11530 -0.2979
P 1.07754 -0.32177 0.11994 0.2265
C -0.36274 -1.21255 -0.10765 -0.3566
P -1.95665 -0.40121 0.00133 0.2373
O -1.77883 1.06307 -0.02130 -0.4470
H 1.82974 2.01860 0.48310 0.3191
H -0.45539 -2.31808 -0.36013 0.3186
```

=====

4.
Here is C2H2OS in the gas phase at a distorted geometry from the Open Molecules 2025 dataset. Energies are from ωB97M-V/def2-TZVPD.

Results
* HOMO: -9.5 eV
* E: -550.7731 a.u.
* LUMO energy: -1.447 eV
* ΔE to the lowest compared entry with this formula, charge and spin: 39.8 kJ/mol
* charge: 0
* frontier orbital gap: 8.067 eV

XYZ file:
```
6
Properties=species:S:1:pos:R:3:mulliken_charge:R:1
O 1.80900 -0.07447 -0.27476 -0.3906
C 0.70634 -0.40504 -0.00310 0.1044
C -0.47585 0.49770 0.03378 -0.0885
S -1.91636 -0.12994 -0.19169 -0.1752
H 0.40261 -1.53640 0.28883 0.2453
H -0.52573 1.64816 0.14695 0.3045
```

=====

5.
Here is a molecular structure, C2H2OS at a distorted geometry from the Open Molecules 2025 dataset. Energies are from ωB97M-V/def2-TZVPD.

Results
* HOMO (spin up / spin down): -8.2 / -8.2 eV
* E: -550.6722 a.u.
* LUMO energy (spin up / spin down): -0.267 / -0.267 eV
* ΔE to the lowest compared entry with this formula, charge and spin: 304.8 kJ/mol
* charge: 0
* frontier orbital gap (spin up / spin down): 7.973 / 7.975 eV

XYZ file:
```
6
Properties=species:S:1:pos:R:3:mulliken_charge:R:1
C -0.42893 0.10023 -0.59677 -0.3162
C -0.92737 -0.35858 0.44528 -0.3110
O 1.99295 0.61026 0.22174 -0.4545
S 1.34067 -0.64092 -0.11932 0.2934
H -0.62437 0.70516 -1.35543 0.4329
H -1.35296 -0.41614 1.40449 0.3555
```

=====

6.
Here is 2 unconnected molecules or ions with the total composition C2H2OS2 at a distorted geometry from the Open Molecules 2025 dataset. Energies are from ωB97M-V/def2-TZVPD.

Results
* HOMO: -8.0 eV
* E: -948.8631 a.u.
* LUMO energy: -0.146 eV
* ΔE to the lowest compared entry with this formula, charge and spin: 372.5 kJ/mol
* charge: 0
* frontier orbital gap: 7.815 eV

XYZ file:
```
7
Properties=species:S:1:pos:R:3:mulliken_charge:R:1
C -0.40744 1.21537 -0.41402 -0.2005
C -0.22401 -2.11111 0.65957 0.4879
O 0.06916 2.17582 -0.95426 -0.1417
S 1.07233 -1.85484 -0.19520 -0.2459
S -1.63054 -2.31326 1.22884 -0.2371
H 0.17865 0.76807 0.43765 0.0258
H 0.94184 2.11994 -0.76257 0.3116
```

=====

7.
Here is C2H2OS2 in the gas phase at a distorted geometry from the Open Molecules 2025 dataset. Energies are from ωB97M-V/def2-TZVPD.

Results
* HOMO: -9.1 eV
* E: -948.9800 a.u.
* LUMO energy: -1.599 eV
* ΔE to the lowest compared entry with this formula, charge and spin: 65.7 kJ/mol
* charge: 0
* frontier orbital gap: 7.522 eV

XYZ file:
```
7
Properties=species:S:1:pos:R:3:mulliken_charge:R:1
O -0.30620 1.47629 0.06380 -0.3931
C -0.56514 0.20099 0.09847 0.4943
S -2.07658 -0.38638 -0.09281 -0.2591
C 0.69312 -0.67495 0.25313 -0.1531
S 2.11146 -0.17825 -0.12001 -0.2850
H 0.63435 1.76545 0.16447 0.2911
H 0.48937 -1.69782 0.62056 0.3049
```

=====

8.
Here is C2H2OS2 in the gas phase at a distorted geometry from the Open Molecules 2025 dataset. Energies are from ωB97M-V/def2-TZVPD.

Results
* HOMO: -9.5 eV
* E: -948.9774 a.u.
* LUMO energy: -1.653 eV
* ΔE to the lowest compared entry with this formula, charge and spin: 72.6 kJ/mol
* charge: 0
* frontier orbital gap: 7.883 eV

XYZ file:
```
7
Properties=species:S:1:pos:R:3:mulliken_charge:R:1
O -0.64070 -2.03719 -0.09187 -0.4546
C -0.40476 -0.85773 -0.04373 0.5742
S -1.41477 0.43234 -0.83827 -0.1420
C 0.83769 -0.34753 0.61109 -0.1701
S 1.55016 1.03010 0.61344 -0.2083
H -0.96910 1.34359 -0.10565 0.0948
H 1.33080 -1.21366 1.03374 0.3061
```